Here is C38H32BI2NO6P as an isolated structure at a distorted geometry from the OMol25 dataset. Energies are from ωB97M-V with the def2-TZVPD basis set.

Results
Frontier orbital gap = 7.529 eV
HOMO = -11.3 eV
Calculated total energy = -79862.46224 eV
Net charge = +1

Geometry as XYZ:
```
81
Properties=species:S:1:pos:R:3:forces:R:3
C -5.522919 2.205817 -2.985063 0.3 -0.5 -1.0
C -5.072090 0.728593 -3.025741 -1.1 0.7 0.9
I -3.729152 0.361619 -4.672185 0.0 -0.2 0.2
C -4.554098 0.161155 -1.690971 0.1 0.0 -0.2
I -5.734187 0.793371 0.015643 0.2 -0.1 -0.3
P -2.770811 0.463235 -1.362392 -0.3 0.3 0.1
C -2.143254 2.107340 -1.915475 0.3 1.0 0.4
O -2.634518 3.172039 -1.119381 0.3 -0.3 -0.3
C -1.708852 3.553626 -0.133164 -0.8 -0.4 0.1
C -0.589615 4.272789 -0.455860 0.0 0.1 -1.1
C 0.314445 4.597917 0.531999 0.2 0.1 -0.6
C 0.065217 4.187413 1.821536 1.1 0.5 0.8
C -1.068066 3.491339 2.143395 -0.9 -0.6 0.6
C -1.975379 3.162273 1.154378 -0.3 -0.2 0.0
B -1.571175 -0.956021 -2.027743 0.7 -0.8 -0.6
N -0.153446 -0.678465 -2.135346 -0.8 0.1 0.8
O -2.145615 -2.139355 -2.373502 0.2 0.9 -0.6
H -6.476871 2.285137 -2.461793 0.3 0.0 0.3
H -4.761143 2.875794 -2.582085 -0.2 0.0 0.0
H -5.752380 2.471316 -4.022622 0.2 0.3 0.2
H -5.981668 0.168831 -3.257057 0.3 -0.2 -0.2
H -4.688840 -0.924953 -1.716575 0.2 0.1 0.2
H -2.624437 0.463287 0.042266 0.0 0.1 -0.2
H -2.342411 2.335537 -2.964817 -0.2 -0.4 0.1
H -1.049742 2.060093 -1.808221 -0.1 -0.3 -0.1
H -0.468926 4.542603 -1.502988 0.2 0.2 0.2
H 1.199646 5.158450 0.254294 0.0 0.0 0.2
H 0.792353 4.432505 2.589875 -0.2 0.0 0.0
H -1.305752 3.173687 3.154986 0.3 0.1 0.0
H -2.890807 2.608763 1.344958 0.1 0.1 0.2
H 0.208412 -0.286274 -1.266040 0.3 0.2 -0.3
H 0.041100 -0.026454 -2.893838 0.3 -0.2 0.0
H -2.761945 -1.957855 -3.107015 -0.4 -0.5 0.4
C -2.440789 3.633281 8.669813 0.0 0.0 0.0
C -1.920938 3.244759 9.900265 0.0 0.0 -0.1
C -1.034307 2.183434 9.976709 -0.1 0.1 0.1
C -0.671791 1.497952 8.824621 -0.1 0.0 -0.1
C -1.211389 1.872885 7.591757 0.1 -0.1 0.1
C -2.087871 2.949245 7.518795 -0.1 0.1 0.0
C -0.872556 1.121604 6.354271 -0.1 0.1 -0.2
O -1.339134 1.451011 5.278917 0.0 0.0 -0.1
C 0.042611 -0.046461 6.459856 0.0 0.0 0.1
C 0.327991 -0.796150 5.324926 0.1 -0.1 -0.1
C 1.188523 -1.877859 5.407322 0.0 0.0 0.1
C 1.776127 -2.211348 6.623416 0.0 0.0 0.0
C 1.491519 -1.471250 7.758724 0.1 -0.1 0.0
C 0.618278 -0.393687 7.683646 -0.1 0.1 -0.1
C 0.295852 0.370945 8.920425 0.1 -0.1 0.3
O 0.805724 0.078616 9.980447 0.0 0.0 0.0
H -3.126657 4.468535 8.611599 0.0 0.0 0.0
H -2.207383 3.773117 10.800219 0.0 0.0 0.0
H -0.625968 1.884534 10.932698 0.1 -0.1 -0.1
H -2.496539 3.248443 6.563140 0.1 -0.1 0.0
H -0.126128 -0.535237 4.378465 0.0 0.1 0.1
H 1.405551 -2.463563 4.523167 0.0 0.0 0.0
H 2.453876 -3.052862 6.684760 0.0 0.0 0.0
H 1.944515 -1.732810 8.705495 -0.1 0.1 0.0
C 7.232006 -3.701193 -7.026235 0.0 0.1 0.0
C 7.132907 -2.318683 -7.146729 0.0 -0.1 0.0
C 5.943425 -1.677800 -6.843216 0.2 0.1 0.0
C 4.843063 -2.417873 -6.428499 0.0 -0.2 0.0
C 4.936167 -3.809277 -6.329824 -0.1 0.2 0.0
C 6.136719 -4.444996 -6.619534 0.2 0.0 0.0
C 3.756549 -4.625087 -5.933470 0.1 -0.3 0.0
O 3.833529 -5.831379 -5.841855 0.0 0.0 0.0
C 2.469537 -3.924568 -5.657830 0.0 0.1 0.0
C 1.340343 -4.670822 -5.340234 -0.2 0.0 0.0
C 0.142412 -4.031845 -5.068989 0.0 0.1 0.0
C 0.071586 -2.643095 -5.106301 0.1 -0.1 0.0
C 1.191036 -1.896532 -5.427310 -0.2 0.1 0.1
C 2.391030 -2.533435 -5.712614 0.1 -0.1 0.0
C 3.578037 -1.715658 -6.088923 0.1 0.3 -0.1
O 3.506491 -0.503395 -6.120254 -0.1 0.0 0.0
H 8.165335 -4.198619 -7.255653 0.0 0.0 0.0
H 7.986873 -1.741420 -7.476376 0.0 0.0 0.0
H 5.868089 -0.602458 -6.932067 -0.1 0.0 0.1
H 6.212592 -5.520333 -6.531015 -0.1 0.0 0.0
H 1.398873 -5.750515 -5.308852 0.1 0.0 0.0
H -0.737077 -4.614463 -4.826200 0.0 0.0 0.0
H -0.861964 -2.139812 -4.887278 0.0 0.0 0.0
H 1.135056 -0.815892 -5.461532 0.2 0.0 -0.1
```
Positions in Å, forces in eV/Å.